(1)
16
Properties=species:S:1:pos:R:3:forces:R:3:nbo_charge:R:1 method="wB97M-V/def2-TZVPD" homo_ha=-0.347 smiles="CC(=O)C(C)C" e_lumo_ev=0.86 fmax_ev_per_a=1.15 charge=0
C 2.073 -0.019 0.089 0.083 -0.084 0.008 -0.720
C 0.749 0.306 -0.564 0.234 0.320 -0.527 0.588
O 0.773 1.091 -1.492 0.701 -0.237 -0.058 -0.562
C -0.609 -0.203 -0.128 -0.263 0.455 -0.637 -0.333
C -1.581 0.938 -0.856 -0.185 -0.569 0.786 -0.586
C -0.584 -0.944 1.293 -0.206 0.459 -0.210 -0.617
H 2.212 0.608 0.979 -0.119 -0.147 -0.073 0.236
H 2.206 -1.064 0.378 -0.130 0.071 0.007 0.222
H 2.824 0.278 -0.646 0.037 -0.146 0.220 0.243
H -0.890 -1.020 -0.791 0.473 -0.252 -0.197 0.236
H -1.706 0.642 -1.917 0.051 -0.165 0.743 0.217
H -1.218 1.980 -0.960 0.159 -0.818 0.789 0.231
H -2.554 0.958 -0.387 -0.400 -0.120 0.146 0.197
H 0.157 -0.568 2.015 -0.282 0.326 -0.397 0.210
H -0.308 -2.013 1.168 -0.140 0.654 -0.343 0.214
H -1.544 -0.971 1.818 -0.015 0.254 -0.258 0.223

---

(2)
16
Properties=species:S:1:pos:R:3:forces:R:3:nbo_charge:R:1 method="wB97M-V/def2-TZVPD" homo_ha=-0.357 smiles=CC[C@H]1O[C@H]1C e_lumo_ev=1.06 fmax_ev_per_a=1.96 charge=0
C -1.591 0.991 -0.451 -0.038 0.017 -0.087 -0.605
C -0.883 -0.240 -1.039 -0.046 -0.107 -0.438 -0.431
C -0.193 -1.001 0.039 -1.097 0.616 0.020 0.060
O 1.047 -1.611 -0.046 0.320 0.524 1.858 -0.504
C 0.755 -0.333 0.891 0.482 -0.527 -0.068 0.054
C 1.874 0.585 0.542 0.075 0.106 -0.222 -0.645
H -2.213 0.747 0.422 0.122 -0.095 -0.217 0.204
H -2.240 1.448 -1.201 0.031 -0.008 0.088 0.215
H -0.872 1.755 -0.128 -0.075 -0.239 -0.090 0.205
H -1.595 -0.917 -1.511 -0.101 0.189 -0.331 0.207
H -0.136 0.065 -1.774 -0.132 0.025 -0.136 0.213
H -0.842 -1.659 0.627 -0.481 0.341 -0.074 0.166
H 0.415 -0.244 1.940 1.025 -1.339 -0.052 0.192
H 2.058 0.522 -0.528 0.104 0.354 0.006 0.227
H 2.745 0.154 1.053 -0.001 0.263 -0.162 0.229
H 1.767 1.617 0.891 -0.187 -0.119 -0.095 0.212

---

(3)
16
Properties=species:S:1:pos:R:3:forces:R:3:nbo_charge:R:1 method="wB97M-V/def2-TZVPD" homo_ha=-0.333 smiles="CC(C)=CCO" e_lumo_ev=0.93 fmax_ev_per_a=1.61 charge=0
C -0.170 0.367 -1.531 0.020 0.004 -0.041 -0.655
C -0.319 0.412 -0.028 -0.689 -0.119 0.027 -0.009
C -0.445 1.784 0.580 -0.204 0.077 0.024 -0.641
C -0.433 -0.690 0.734 -0.205 0.332 -0.111 -0.220
C 0.358 -1.924 0.405 -0.389 0.049 -0.079 -0.109
O 1.640 -1.404 0.768 0.535 0.074 -0.474 -0.712
H 0.128 -0.610 -1.921 -0.073 0.165 0.146 0.221
H 0.531 1.116 -1.917 -0.072 -0.067 0.158 0.215
H -1.156 0.601 -1.953 0.167 0.018 -0.076 0.224
H 0.335 2.460 0.200 -0.167 -0.211 -0.003 0.216
H -0.341 1.748 1.670 -0.139 -0.016 -0.206 0.219
H -1.411 2.226 0.326 0.021 0.164 0.030 0.218
H -0.635 -0.586 1.799 -0.005 0.120 -0.150 0.205
H 0.106 -2.800 1.015 0.157 0.301 -0.009 0.189
H 0.340 -2.234 -0.650 -0.072 0.129 0.217 0.165
H 1.472 -0.465 0.503 1.116 -1.020 0.548 0.476

---

(4)
16
Properties=species:S:1:pos:R:3:forces:R:3:nbo_charge:R:1 method="wB97M-V/def2-TZVPD" homo_ha=-0.351 smiles="CC(=O)C(C)C" e_lumo_ev=0.99 fmax_ev_per_a=0.40 charge=0
C 1.983 -0.219 -0.821 0.113 0.025 -0.089 -0.724
C 1.010 0.279 0.226 0.069 0.104 0.144 0.607
O 1.342 1.107 1.048 -0.091 -0.251 -0.296 -0.544
C -0.399 -0.307 0.207 -0.015 -0.031 0.028 -0.324
C -1.201 0.324 -0.943 -0.045 0.048 -0.078 -0.597
C -1.093 -0.092 1.548 -0.034 0.002 0.050 -0.602
H 2.244 -1.264 -0.627 -0.092 0.035 0.074 0.233
H 1.566 -0.185 -1.832 -0.039 0.032 0.154 0.226
H 2.894 0.376 -0.782 -0.052 0.004 -0.009 0.237
H -0.304 -1.383 0.002 0.020 0.136 0.016 0.208
H -0.709 0.202 -1.915 -0.073 -0.003 0.165 0.208
H -1.344 1.395 -0.767 0.043 -0.124 -0.001 0.213
H -2.190 -0.140 -1.009 0.140 0.055 0.016 0.215
H -1.142 0.977 1.778 -0.013 -0.152 -0.030 0.223
H -0.545 -0.577 2.362 -0.091 0.073 -0.131 0.217
H -2.112 -0.494 1.524 0.160 0.047 -0.012 0.206

---

(5)
16
Properties=species:S:1:pos:R:3:forces:R:3:nbo_charge:R:1 method="wB97M-V/def2-TZVPD" homo_ha=-0.349 smiles=C1CCOCC1 e_lumo_ev=1.15 fmax_ev_per_a=0.97 charge=0
C 0.484 1.105 -0.245 -0.052 0.223 0.098 -0.403
C 0.397 0.582 1.200 -0.078 0.181 0.115 -0.423
C -0.634 -0.499 1.299 0.092 -0.389 -0.378 -0.066
O -0.299 -1.553 0.372 -0.600 0.085 0.299 -0.538
C -0.457 -1.097 -0.975 -0.126 0.178 -0.085 -0.067
C 0.550 0.000 -1.319 0.014 0.007 0.264 -0.427
H 1.331 1.786 -0.356 -0.120 0.030 0.001 0.211
H -0.432 1.682 -0.422 0.111 0.063 -0.068 0.194
H 1.361 0.210 1.576 -0.227 0.181 -0.115 0.205
H -0.033 1.308 1.907 0.768 0.512 -0.284 0.204
H -1.621 -0.040 1.072 0.208 -0.498 -0.141 0.155
H -0.676 -0.837 2.352 0.030 -0.537 -0.762 0.194
H -1.480 -0.704 -1.078 0.029 0.037 -0.062 0.155
H -0.374 -1.937 -1.681 0.094 0.045 0.579 0.193
H 0.328 0.428 -2.312 0.007 -0.165 0.366 0.210
H 1.556 -0.435 -1.390 -0.149 0.048 0.172 0.203

---

(6)
16
Properties=species:S:1:pos:R:3:forces:R:3:nbo_charge:R:1 method="wB97M-V/def2-TZVPD" homo_ha=-0.358 smiles="OC1CC1.C=C" e_lumo_ev=1.15 fmax_ev_per_a=0.35 charge=0
O -0.144 0.928 -1.139 0.205 0.032 0.071 -0.717
C -0.951 -0.170 -0.852 -0.209 -0.284 -0.036 0.077
C -1.584 -0.291 0.507 0.042 -0.007 0.197 -0.460
C -2.402 0.122 -0.693 -0.160 0.019 -0.121 -0.434
H 0.706 0.786 -0.697 -0.106 0.093 -0.093 0.485
H -0.675 -1.099 -1.357 -0.042 0.190 0.071 0.169
H -1.742 -1.283 0.925 0.052 0.159 -0.089 0.213
H -1.351 0.481 1.235 -0.031 -0.104 -0.150 0.217
H -3.130 -0.574 -1.099 0.137 0.106 0.074 0.214
H -2.673 1.171 -0.763 0.031 -0.161 0.017 0.226
C 2.557 -0.395 0.163 -0.081 0.174 0.263 -0.401
C 2.094 0.373 1.149 0.129 -0.216 -0.208 -0.396
H 3.439 -0.121 -0.411 -0.109 -0.015 0.085 0.202
H 2.069 -1.329 -0.105 0.054 0.114 0.051 0.200
H 1.210 0.092 1.716 0.125 0.026 -0.082 0.203
H 2.576 1.308 1.421 -0.038 -0.124 -0.051 0.202

---

(7)
17
Properties=species:S:1:pos:R:3:forces:R:3:nbo_charge:R:1 method="wB97M-V/def2-TZVPD" homo_ha=-0.319 e_lumo_ev=0.64 fmax_ev_per_a=0.50 charge=0
C -0.978 -0.576 -0.937 -0.066 0.000 -0.043 -0.641
C -1.095 1.058 1.535 0.387 0.133 -0.290 0.286
O -1.018 2.117 0.732 -0.293 -0.119 0.302 -0.694
C 0.110 0.199 1.232 -0.121 -0.064 0.121 -0.610
C 0.334 -0.156 -0.262 -0.082 -0.263 0.078 0.262
C 1.355 -1.282 -0.375 0.032 -0.045 0.028 -0.614
O 0.907 0.950 -0.947 -0.127 0.243 -0.031 -0.732
H -1.713 0.236 -0.922 0.128 -0.135 -0.023 0.207
H -0.782 -0.833 -1.983 -0.008 0.010 0.140 0.219
H -1.424 -1.444 -0.438 0.092 0.122 -0.053 0.213
H -1.797 2.668 0.900 0.163 -0.031 -0.008 0.507
H 0.998 0.754 1.574 -0.119 -0.058 -0.011 0.250
H 0.044 -0.713 1.835 -0.028 0.133 -0.125 0.224
H 2.295 -1.002 0.112 -0.133 -0.021 -0.051 0.217
H 0.974 -2.200 0.085 0.061 0.138 -0.057 0.208
H 1.561 -1.481 -1.432 -0.028 0.039 0.139 0.220
H 0.338 1.712 -0.775 0.144 -0.083 -0.117 0.479

---

(8)
17
Properties=species:S:1:pos:R:3:forces:R:3:nbo_charge:R:1 method="wB97M-V/def2-TZVPD" homo_ha=-0.364 smiles="CCO[C@@H](C)C=O" e_lumo_ev=0.93 fmax_ev_per_a=0.45 charge=0
C 2.531 -0.785 -0.053 -0.016 0.026 0.009 -0.624
C 1.161 -0.430 0.507 0.245 -0.163 0.185 -0.059
O 0.310 0.006 -0.542 -0.049 -0.062 0.102 -0.534
C -1.049 0.058 -0.164 -0.279 -0.019 0.144 -0.009
C -1.424 1.277 0.684 0.029 -0.009 0.000 -0.645
C -1.886 -0.076 -1.431 -0.131 0.147 0.077 0.438
O -3.055 0.212 -1.486 0.436 -0.088 -0.052 -0.516
H 3.111 0.099 -0.336 -0.184 -0.060 0.015 0.212
H 3.105 -1.330 0.706 -0.107 0.093 -0.153 0.213
H 2.426 -1.421 -0.939 -0.001 0.054 0.181 0.216
H 0.714 -1.323 0.979 0.067 0.163 -0.090 0.160
H 1.259 0.340 1.291 -0.100 -0.123 -0.222 0.167
H -1.307 -0.858 0.406 0.090 0.115 -0.100 0.186
H -2.487 1.506 0.556 0.164 -0.101 0.036 0.241
H -1.231 1.099 1.747 -0.004 0.046 -0.196 0.212
H -0.839 2.146 0.366 -0.071 -0.115 -0.027 0.221
H -1.340 -0.519 -2.293 -0.090 0.094 0.091 0.120

---

(9)
17
Properties=species:S:1:pos:R:3:forces:R:3:nbo_charge:R:1 method="wB97M-V/def2-TZVPD" homo_ha="-0.250 / -0.250" e_lumo_ev="0.59 / 0.59" fmax_ev_per_a=0.36 charge=0
C -1.490 -0.285 -1.128 -0.202 -0.226 -0.201 -0.315
C -0.399 0.297 1.046 -0.088 0.096 0.110 -0.457
C 0.697 -0.722 1.063 0.168 0.182 0.160 0.067
O 0.292 -2.027 0.641 0.198 -0.213 0.010 -0.744
C 1.431 0.152 0.002 0.126 -0.006 -0.095 -0.448
C 0.317 1.188 0.171 0.108 0.108 0.013 0.028
O -0.449 1.305 -1.173 -0.133 0.209 0.041 -0.659
H -2.453 0.201 -1.236 0.120 -0.064 0.043 0.184
H -1.462 -1.068 -0.391 -0.054 0.081 -0.149 0.246
H -1.018 -0.560 -2.065 -0.107 0.097 0.092 0.192
H -1.139 0.520 1.811 0.164 -0.012 -0.066 0.201
H 1.271 -0.823 2.000 -0.100 0.010 -0.140 0.148
H 1.069 -2.599 0.669 -0.176 0.024 0.019 0.465
H 2.446 0.478 0.255 -0.188 0.001 0.001 0.207
H 1.437 -0.299 -0.995 0.054 0.021 0.170 0.211
H 0.564 2.237 0.382 -0.029 -0.182 0.012 0.191
H -1.114 2.007 -1.053 0.139 -0.126 -0.020 0.483

---

(10)
17
Properties=species:S:1:pos:R:3:forces:R:3:nbo_charge:R:1 method="wB97M-V/def2-TZVPD" homo_ha=-0.331 smiles="C=C/C=C/CO.O" e_lumo_ev=0.71 fmax_ev_per_a=0.91 charge=0
C -0.065 -1.791 -2.135 -0.496 -0.577 -0.392 -0.374
C 0.171 -1.840 -0.831 0.243 0.491 0.452 -0.217
C 0.678 -0.659 -0.106 0.720 -0.114 -0.103 -0.221
C 0.352 -0.172 1.078 -0.427 -0.174 0.414 -0.210
C 0.872 1.147 1.617 -0.074 -0.321 -0.851 -0.093
O 1.323 2.016 0.587 -0.343 0.066 0.200 -0.716
H 0.098 -0.938 -2.781 0.131 0.320 0.378 0.197
H -0.526 -2.620 -2.658 0.212 -0.239 0.112 0.195
H 0.060 -2.750 -0.247 -0.423 -0.004 -0.196 0.208
H 1.472 -0.131 -0.608 0.011 0.378 -0.419 0.215
H -0.412 -0.644 1.699 0.131 -0.138 -0.080 0.183
H 1.738 0.996 2.247 0.083 -0.049 0.407 0.194
H 0.056 1.587 2.195 0.152 0.255 0.198 0.158
H 0.541 2.243 0.065 0.127 -0.052 -0.065 0.479
O -1.895 1.504 -0.146 -0.406 -0.108 -0.013 -0.941
H -2.514 0.991 -0.684 0.229 0.208 -0.072 0.475
H -1.950 1.061 0.708 0.132 0.060 0.030 0.468

---

The relative energy (zero: lowest compared OMol25 entry of this formula, charge and spin) results, record by record, are as follows: 30.4, 53.6, 36.6, 0.1, 13.3, 50.0, 77.4, 39.1, 157.0, 60.6 kcal/mol.